Record 1
Density functional theory data (ωB97M-V with the def2-TZVPD basis set) for a molecular structure, C33H29BrN7O2Os.

Geometry (Å):
1 Os -0.376 0.129 -0.128
2 Br 5.261 -4.533 0.320
3 C 4.170 -3.014 0.180
4 C 3.859 -2.284 1.322
5 C 3.044 -1.165 1.224
6 C 2.560 -0.796 -0.021
7 C 2.868 -1.513 -1.167
8 C 3.685 -2.628 -1.065
9 N 1.663 0.331 -0.115
10 C 2.131 1.527 -0.177
11 C 1.166 2.617 -0.226
12 C 1.510 3.952 -0.274
13 C 0.492 4.902 -0.282
14 C -0.824 4.477 -0.229
15 C -1.098 3.118 -0.196
16 N -0.128 2.201 -0.208
17 H 4.257 -2.589 2.280
18 H 2.771 -0.592 2.101
19 H 2.486 -1.200 -2.131
20 H 3.952 -3.190 -1.948
21 H 3.201 1.710 -0.183
22 H 2.552 4.242 -0.301
23 H 0.728 5.957 -0.322
24 H -1.641 5.184 -0.218
25 H -2.113 2.746 -0.142
26 N -3.470 -1.505 -2.400
27 C -3.881 -0.228 -2.705
28 C -3.023 0.613 -2.068
29 N -2.098 -0.137 -1.380
30 C -2.397 -1.414 -1.607
31 C -1.531 -2.401 -0.999
32 N -0.499 -1.936 -0.292
33 C 0.189 -3.031 0.186
34 C -0.443 -4.153 -0.242
35 N -1.524 -3.736 -0.991
36 H -3.913 -2.348 -2.736
37 H -4.728 -0.034 -3.340
38 H -3.013 1.688 -2.080
39 H 1.073 -2.936 0.791
40 H -0.224 -5.195 -0.089
41 H -2.182 -4.351 -1.447
42 C 4.224 -0.839 7.826
43 C 2.752 -1.006 7.592
44 C 1.990 -1.773 8.484
45 C 0.614 -1.973 8.311
46 C -0.028 -1.379 7.264
47 C 0.712 -0.563 6.361
48 N 0.095 0.035 5.315
49 C -1.266 0.317 5.161
50 C -2.060 0.594 6.273
51 C -3.408 0.871 6.119
52 C -3.977 0.890 4.855
53 C -3.182 0.667 3.742
54 C -1.824 0.395 3.866
55 C -1.006 0.253 2.635
56 O -1.667 0.214 1.507
57 O 0.232 0.210 2.636
58 C 2.127 -0.399 6.512
59 C 2.940 0.445 5.575
60 H 4.548 -1.402 8.697
61 H 4.479 0.210 7.992
62 H 4.804 -1.181 6.967
63 H 2.488 -2.240 9.324
64 H 0.072 -2.614 8.992
65 H -1.073 -1.573 7.076
66 H 0.650 0.269 4.494
67 H -1.608 0.634 7.254
68 H -4.011 1.088 6.991
69 H -5.031 1.101 4.736
70 H -3.612 0.709 2.752
71 H 2.357 0.972 4.823
72 H 3.690 -0.166 5.068
73 H 3.489 1.204 6.135

The highest occupied orbital energy (alpha / beta) is -15.4980 / -15.7296 eV. As for the LUMO energy (alpha / beta): -8.7 / -9.8 eV. Its calculated total energy is -4472.55801 a.u. As for the HOMO-LUMO gap (alpha / beta): 0.2506 / 0.2163 Eh. As for the expectation value of S²: 6.05. The multiplicity is 5. Its largest force on an atom is 0.11 eV/A. Its net charge is +3.

Atom charges from the natural (NBO) analysis, given in e for atoms 1 to 8: 1.54, 0.16, -0.09, -0.21, -0.23, 0.04, -0.17, -0.22

Record 2
Density functional theory data (ωB97M-V with the def2-TZVPD basis set) for a molecular structure, C33H29ClO7P2PdS.

Geometry (Å):
1 Pd -0.722 -0.375 0.142
2 O 1.845 -1.281 -0.956
3 P 1.765 -0.293 0.168
4 C 1.635 1.504 -0.248
5 P -0.018 1.914 -0.807
6 O -1.042 1.830 0.285
7 C -0.346 1.102 -2.377
8 C 0.643 0.979 -3.352
9 C 0.375 0.299 -4.528
10 C -0.879 -0.268 -4.726
11 C -1.860 -0.153 -3.754
12 C -1.606 0.537 -2.576
13 C 0.102 3.703 -1.247
14 C 0.095 4.209 -2.542
15 C 0.126 5.580 -2.767
16 C 0.159 6.462 -1.698
17 C 0.154 5.969 -0.399
18 C 0.119 4.602 -0.179
19 C 1.369 -0.719 1.893
20 C 1.134 0.270 2.848
21 C 0.894 -0.072 4.167
22 C 0.882 -1.407 4.550
23 C 1.101 -2.394 3.599
24 C 1.345 -2.057 2.278
25 C 3.653 -0.192 0.558
26 C 4.299 -1.424 0.701
27 C 5.642 -1.518 1.020
28 C 6.401 -0.366 1.205
29 C 5.790 0.867 1.059
30 C 4.435 0.946 0.741
31 H 2.399 1.714 -1.000
32 H 1.826 2.122 0.632
33 H 1.634 1.390 -3.187
34 H 1.151 0.187 -5.277
35 H -1.078 -0.829 -5.632
36 H -2.815 -0.645 -3.876
37 H -2.362 0.584 -1.796
38 H 0.055 3.528 -3.383
39 H 0.114 5.958 -3.783
40 H 0.176 7.531 -1.875
41 H 0.163 6.652 0.442
42 H 0.075 4.215 0.833
43 H 1.091 1.312 2.554
44 H 0.682 0.704 4.893
45 H 0.676 -1.677 5.579
46 H 1.057 -3.439 3.881
47 H 1.468 -2.828 1.529
48 H 3.726 -2.330 0.535
49 H 6.104 -2.494 1.122
50 H 7.452 -0.433 1.459
51 H 6.363 1.778 1.192
52 H 4.003 1.936 0.640
53 Cl -7.330 -3.718 2.276
54 C -6.107 -2.629 1.617
55 C -6.297 -2.068 0.346
56 C -5.361 -1.222 -0.174
57 C -4.156 -0.839 0.533
58 O -3.335 -0.046 0.020
59 C -4.010 -1.450 1.838
60 C -2.871 -1.210 2.711
61 O -2.022 -0.347 2.616
62 C -4.975 -2.338 2.329
63 H -7.183 -2.330 -0.223
64 H -5.483 -0.809 -1.169
65 H -2.826 -1.922 3.571
66 H -4.814 -2.795 3.300
67 C 0.144 -4.025 -1.435
68 S -1.303 -3.364 -0.629
69 O -1.939 -2.511 -1.619
70 O -2.091 -4.507 -0.199
71 O -0.735 -2.601 0.513
72 H -0.173 -4.468 -2.379
73 H 0.579 -4.785 -0.788
74 H 0.839 -3.203 -1.593

The highest occupied orbital energy is -1.0707 eV. As for the LUMO energy: 4.1 eV. Its calculated total energy is -3470.67743 a.u. As for the HOMO-LUMO gap: 0.1916 Eh. The multiplicity is 1. Its largest force on an atom is 0.57 eV/A. Its net charge is -2.

Atom charges from the Löwdin analysis, given in e for atoms 1 to 8: 0.56, -0.36, 0.61, -0.33, 0.65, -0.35, -0.30, -0.11

Record 3
Density functional theory data (ωB97M-V with the def2-TZVPD basis set) for a molecular structure, C33H29F4N6O2S3Sr at a distorted geometry.

Geometry (Å):
1 Sr 0.218 -1.128 0.331
2 C 3.030 -0.521 3.355
3 C 2.389 0.865 3.416
4 N 2.001 1.364 2.106
5 C 3.117 1.718 1.242
6 C 4.020 2.866 1.718
7 C 0.949 2.367 2.095
8 C -0.105 2.097 1.012
9 N -0.838 0.894 1.345
10 C -2.091 0.931 1.769
11 C -2.619 -0.241 2.396
12 F -1.799 -1.322 2.485
13 C -3.882 -0.346 2.908
14 F -4.268 -1.506 3.481
15 C -4.791 0.699 2.852
16 C -4.336 1.845 2.227
17 F -5.184 2.893 2.113
18 C -3.072 1.973 1.703
19 F -2.812 3.138 1.049
20 H 3.142 -0.920 4.365
21 H 4.013 -0.496 2.883
22 H 2.397 -1.199 2.781
23 H 3.072 1.560 3.936
24 H 1.483 0.798 4.020
25 H 2.707 1.979 0.262
26 H 3.725 0.828 1.086
27 H 3.491 3.821 1.762
28 H 4.845 2.972 1.012
29 H 4.446 2.662 2.702
30 H 1.356 3.383 1.956
31 H 0.422 2.358 3.052
32 H 0.405 1.965 0.048
33 H -0.721 2.993 0.940
34 H -5.789 0.622 3.255
35 O -6.699 1.166 -3.018
36 C -6.056 1.456 -1.761
37 C -4.853 0.592 -1.586
38 C -4.777 -0.393 -0.566
39 C -3.665 -1.149 -0.425
40 N -2.608 -1.083 -1.320
41 C -2.563 0.039 -2.192
42 C -3.713 0.800 -2.339
43 C -1.294 0.446 -2.762
44 C -1.243 1.097 -4.007
45 C -0.033 1.464 -4.549
46 C 0.035 2.072 -5.921
47 O -0.989 3.053 -6.070
48 C 1.131 1.200 -3.828
49 C 1.002 0.586 -2.596
50 N -0.158 0.218 -2.066
51 H -7.336 1.866 -3.189
52 H -6.759 1.288 -0.938
53 H -5.765 2.515 -1.747
54 H -5.583 -0.517 0.146
55 H -3.558 -1.905 0.339
56 H -3.675 1.647 -3.015
57 H -2.157 1.264 -4.560
58 H -0.095 1.277 -6.666
59 H 1.022 2.522 -6.073
60 H -0.988 3.353 -6.982
61 H 2.111 1.438 -4.222
62 H 1.888 0.364 -2.007
63 S 3.025 -1.544 -0.277
64 C 3.501 -3.052 0.439
65 C 4.858 -3.384 0.348
66 C 5.392 -4.575 0.829
67 C 6.788 -4.825 0.740
68 N 7.924 -5.010 0.679
69 C 4.517 -5.512 1.417
70 C 3.172 -5.189 1.534
71 C 2.626 -3.968 1.104
72 S 0.944 -3.716 1.444
73 C 4.997 -6.764 1.893
74 N 5.376 -7.783 2.276
75 H 5.518 -2.671 -0.127
76 H 2.501 -5.904 1.990
77 S -0.994 -2.594 -2.725
78 C -1.688 -2.101 -1.307

The highest occupied orbital energy (alpha / beta) is -1.3701 / -1.7548 eV. As for the LUMO energy (alpha / beta): 3.6 / 3.6 eV. Its calculated total energy is -3378.74159 a.u. As for the HOMO-LUMO gap (alpha / beta): 0.1811 / 0.1952 Eh. As for the expectation value of S²: 0.80. The multiplicity is 2. Its largest force on an atom is 1.20 eV/A. Its net charge is -2.

Atom charges from the Löwdin analysis, given in e for atoms 1 to 8: 0.97, -0.08, -0.25, -0.18, -0.27, -0.09, -0.19, -0.24

Record 4
Density functional theory data (ωB97M-V with the def2-TZVPD basis set) for a molecular structure, C33H29N2O4PSSr at a distorted geometry.

Geometry (Å):
1 Sr 0.781 -0.945 -1.633
2 C -0.794 0.895 4.540
3 P -0.303 0.634 2.779
4 C 0.631 -0.925 2.967
5 C 0.013 -2.084 2.507
6 C 0.621 -3.326 2.676
7 C 1.853 -3.405 3.302
8 C 2.483 -2.250 3.761
9 C 1.876 -1.017 3.597
10 C 1.043 1.863 2.594
11 C 1.984 1.715 1.574
12 C 2.949 2.686 1.347
13 C 2.992 3.832 2.130
14 C 2.058 3.998 3.142
15 C 1.094 3.024 3.369
16 H -1.395 1.801 4.642
17 H 0.062 0.945 5.217
18 H -1.420 0.047 4.820
19 H -0.931 -2.035 1.978
20 H 0.122 -4.210 2.297
21 H 2.336 -4.368 3.423
22 H 3.454 -2.314 4.237
23 H 2.374 -0.117 3.939
24 H 2.020 0.859 0.910
25 H 3.654 2.528 0.540
26 H 3.745 4.590 1.947
27 H 2.072 4.889 3.760
28 H 0.374 3.179 4.163
29 C -1.271 -2.342 -0.784
30 C -1.935 -3.035 -0.007
31 C -2.681 -3.853 0.899
32 C -2.208 -5.195 1.123
33 C -1.334 -5.814 0.187
34 C -0.818 -7.079 0.383
35 C -1.121 -7.822 1.525
36 C -1.952 -7.231 2.471
37 C -2.479 -5.964 2.285
38 C -3.828 -3.268 1.532
39 C -4.867 -3.991 2.177
40 C -5.958 -3.362 2.753
41 C -6.107 -1.979 2.728
42 C -5.121 -1.244 2.067
43 C -4.032 -1.858 1.485
44 H -1.068 -5.250 -0.698
45 H -0.163 -7.496 -0.376
46 H -0.707 -8.811 1.680
47 H -2.185 -7.759 3.392
48 H -3.079 -5.536 3.076
49 H -4.836 -5.071 2.189
50 H -6.720 -3.978 3.223
51 H -6.961 -1.495 3.187
52 H -5.203 -0.162 2.003
53 H -3.291 -1.263 0.964
54 N -3.356 4.609 -1.656
55 C -2.476 3.546 -1.454
56 C -1.202 3.547 -2.015
57 C -0.355 2.480 -1.767
58 N -0.692 1.445 -0.993
59 C -1.911 1.451 -0.451
60 C -2.829 2.465 -0.650
61 H -3.185 5.132 -2.500
62 H -4.329 4.366 -1.553
63 H -0.873 4.360 -2.652
64 H 0.635 2.431 -2.210
65 H -2.157 0.599 0.171
66 H -3.806 2.403 -0.187
67 O 2.002 0.913 -2.872
68 S 3.169 0.053 -2.463
69 O 4.455 0.593 -2.839
70 O 3.009 -0.127 -0.971
71 O 2.855 -1.296 -3.043

The highest occupied orbital energy is 0.0155 eV. As for the LUMO energy: 4.1 eV. Its calculated total energy is -2455.74063 a.u. As for the HOMO-LUMO gap: 0.1489 Eh. The multiplicity is 1. Its largest force on an atom is 1.20 eV/A. Its net charge is -2.

Atom charges from the Löwdin analysis, given in e for atoms 1 to 8: 1.39, -0.30, 1.03, -0.39, -0.09, -0.05, -0.09, -0.10

Record 5
Density functional theory data (ωB97M-V with the def2-TZVPD basis set) for a molecular structure, C33H29N3O3 at a distorted geometry.

Geometry (Å):
1 C -5.536 -0.056 1.179
2 N -5.062 -0.520 2.488
3 C -5.676 -1.684 3.027
4 C -5.731 -2.888 2.310
5 C -6.301 -4.014 2.907
6 C -6.930 -3.920 4.154
7 C -6.991 -2.677 4.798
8 C -6.354 -1.568 4.252
9 C -3.857 0.066 2.980
10 C -3.763 1.429 3.378
11 C -2.543 1.980 3.787
12 C -1.338 1.267 3.725
13 C -0.042 1.770 4.358
14 C 1.232 1.317 3.715
15 C 2.377 1.176 4.520
16 C 3.549 0.632 4.000
17 C 3.646 0.240 2.643
18 N 4.723 -0.507 2.189
19 C 5.310 -0.303 0.872
20 C 5.238 -1.592 2.931
21 C 5.238 -2.863 2.332
22 C 5.780 -3.966 2.990
23 C 6.420 -3.804 4.229
24 C 6.461 -2.533 4.820
25 C 5.852 -1.438 4.185
26 C 2.557 0.574 1.796
27 C 1.355 1.059 2.344
28 C -1.441 -0.050 3.211
29 C -2.654 -0.670 2.929
30 H -5.311 1.007 1.071
31 H -5.046 -0.606 0.363
32 H -6.616 -0.214 1.115
33 H -5.275 -2.948 1.323
34 H -6.264 -4.974 2.396
35 H -7.387 -4.804 4.619
36 H -7.537 -2.568 5.734
37 H -6.369 -0.595 4.746
38 H -4.687 2.025 3.372
39 H -2.519 3.018 4.100
40 H -0.049 1.661 5.454
41 H 2.339 1.503 5.567
42 H 4.412 0.508 4.652
43 H 6.388 -0.496 0.940
44 H 4.898 -0.994 0.135
45 H 5.164 0.721 0.525
46 H 4.755 -2.985 1.365
47 H 5.719 -4.957 2.535
48 H 6.898 -4.655 4.729
49 H 6.980 -2.381 5.776
50 H 5.862 -0.462 4.672
51 H 2.585 0.432 0.713
52 H 0.463 1.264 1.738
53 H -0.530 -0.611 3.020
54 H -2.668 -1.722 2.603
55 O 0.175 3.553 4.143
56 C 0.795 4.524 4.744
57 C 1.658 5.421 3.995
58 N 1.633 5.276 2.546
59 O 1.219 4.210 2.055
60 O 2.031 6.209 1.809
61 C 2.367 6.463 4.605
62 C 2.208 6.692 5.963
63 C 1.252 5.942 6.658
64 C 0.544 4.898 6.077
65 H 3.010 7.070 3.967
66 H 2.809 7.443 6.469
67 H 1.090 6.117 7.708
68 H -0.241 4.350 6.597

The highest occupied orbital energy is -7.8323 eV. As for the LUMO energy: -0.2 eV. Its calculated total energy is -1664.69504 a.u. As for the HOMO-LUMO gap: 0.2798 Eh. The multiplicity is 1. Its largest force on an atom is 2.85 eV/A.

Atom charges from the natural (NBO) analysis, given in e for atoms 1 to 8: -0.39, -0.51, 0.15, -0.20, -0.22, -0.23, -0.20, -0.23

Record 6
Density functional theory data (ωB97M-V with the def2-TZVPD basis set) for 3 unconnected molecules or ions with the total composition C33H30BO8PS.

Geometry (Å):
1 O -1.822 2.588 -2.689
2 C -0.959 3.107 -2.011
3 C 0.299 3.616 -2.627
4 C 0.454 3.539 -4.005
5 C 1.603 4.030 -4.599
6 C 2.603 4.600 -3.819
7 C 2.460 4.666 -2.444
8 C 1.311 4.172 -1.843
9 C 1.188 4.226 -0.357
10 O 2.091 4.656 0.330
11 C -0.077 3.729 0.254
12 C -0.219 3.761 1.634
13 C -1.384 3.305 2.223
14 C -2.423 2.824 1.434
15 C -2.286 2.780 0.058
16 C -1.109 3.222 -0.537
17 H -0.332 3.095 -4.601
18 H 1.721 3.971 -5.673
19 H 3.498 4.990 -4.286
20 H 3.235 5.098 -1.826
21 H 0.598 4.132 2.238
22 H -1.478 3.313 3.298
23 H -3.331 2.466 1.900
24 H -3.078 2.390 -0.565
25 O 0.151 -0.485 -1.982
26 C -0.254 -1.554 -2.388
27 C 0.441 -2.823 -2.028
28 C 1.554 -2.769 -1.198
29 C 2.195 -3.939 -0.830
30 C 1.729 -5.167 -1.290
31 C 0.626 -5.225 -2.125
32 C -0.021 -4.054 -2.500
33 C -1.202 -4.138 -3.411
34 O -1.573 -5.205 -3.854
35 C -1.913 -2.871 -3.745
36 C -3.043 -2.915 -4.551
37 C -3.731 -1.747 -4.841
38 C -3.293 -0.529 -4.329
39 C -2.159 -0.479 -3.538
40 C -1.468 -1.646 -3.246
41 H 1.903 -1.809 -0.843
42 H 3.061 -3.897 -0.183
43 H 2.228 -6.080 -0.995
44 H 0.257 -6.172 -2.491
45 H -3.378 -3.867 -4.940
46 H -4.614 -1.786 -5.465
47 H -3.834 0.382 -4.548
48 H -1.805 0.457 -3.137
49 C 3.685 -0.402 3.525
50 B 2.821 0.268 2.393
51 O 3.159 1.534 1.947
52 P 1.356 -0.494 1.453
53 C 0.775 -2.057 2.257
54 C 0.796 -2.243 3.785
55 C 0.291 -1.060 4.628
56 C -1.103 -1.297 5.233
57 S -2.191 0.116 5.062
58 O -2.647 0.541 6.337
59 O -1.586 1.064 4.185
60 O -3.465 -0.500 4.327
61 H 3.784 -1.483 3.456
62 H 4.687 0.030 3.507
63 H 3.244 -0.135 4.490
64 H 3.103 2.195 2.640
65 H 0.325 0.419 1.728
66 H 1.395 -2.840 1.818
67 H -0.228 -2.237 1.865
68 H 1.787 -2.539 4.116
69 H 0.157 -3.104 3.999
70 H 0.985 -0.903 5.452
71 H 0.280 -0.135 4.060
72 H -1.602 -2.166 4.808
73 H -1.061 -1.469 6.306
74 H -3.169 -1.059 3.597

The highest occupied orbital energy is -8.4720 eV. As for the LUMO energy: -0.8 eV. Its calculated total energy is -2641.89964 a.u. As for the HOMO-LUMO gap: 0.2806 Eh. Its structure (SMILES) is O=C1c2ccccc2C(=O)c2ccccc21.O=C1c2ccccc2C(=O)c2ccccc21.CB(O)PCCCCS(=O)(=O)O. The multiplicity is 1. Its largest force on an atom is 0.76 eV/A.

Atom charges from the Löwdin analysis, given in e for atoms 1 to 8: 0.08, -0.27, -0.08, 0.00, -0.06, -0.06, 0.00, -0.08

> multiplicity of number 2 (C33H29ClO7P2PdS)?

1